(1)
Formula: C4H12S
Source: the OMol25 dataset
Level of theory: wB97M-V/def2-TZVPD

Last column: Mulliken spin population.
Atoms and positions in Å:
C (-1.6285, 2.7328, -0.9474)  0.00
C (-2.9181, 2.1376, -1.5272)  0.00
H (-1.2423, 3.5749, -1.5337)  0.00
H (-0.8215, 2.0083, -0.8160)  0.00
H (-1.8617, 3.1804, 0.0184)  0.00
H (-3.6197, 2.9455, -1.6942)  0.00
H (-2.7668, 1.6550, -2.4856)  0.00
H (-3.3518, 1.4257, -0.8266)  0.00
C (1.3510, -2.6471, 1.6021)  0.03
C (1.4119, -1.9314, 0.2682)  -0.06
S (1.0146, -0.2047, 0.3996)  0.93
H (1.9372, -2.1111, 2.3403)  -0.01
H (1.8630, -3.6022, 1.4887)  0.00
H (0.3458, -2.8132, 1.9661)  0.00
H (2.3582, -2.0317, -0.2661)  0.04
H (0.6861, -2.2645, -0.4913)  0.08
H (1.5205, 0.2499, -0.7710)  -0.01

Values from the calculation:
- E_LUMO (spin up / spin down): -4.177 / -9.137 eV
- Charge: +1
- HOMO (spin up / spin down): -14.7142 / -14.7128 eV
- ΔE to the lowest compared entry with this formula, charge and spin: 0.630 eV
- <S²>: 0.7531
- Spin multiplicity: 2

(2)
Formula: C28H55BBrCl36FN2O3P
Source: the OMol25 dataset
Level of theory: wB97M-V/def2-TZVPD

Last column: Löwdin charge in e.
Atoms and positions in Å:
C (-3.1606, -4.4612, -0.8056)  -0.11
C (-2.8330, -3.3929, -1.9637)  -0.15
B (-2.7985, -1.8413, -1.4187)  -0.38
O (-1.5689, -1.1264, -1.5702)  0.05
C (-4.1864, -1.2524, -0.7959)  -0.11
C (-4.2372, 0.1772, -0.1049)  -0.37
P (-2.6674, 0.9581, 0.6168)  0.56
O (-3.2642, 2.3054, 1.5320)  -0.36
Br (-1.6039, -0.4447, 2.0394)  0.32
C (-4.9354, 1.1676, -1.1353)  -0.20
F (-4.1049, 2.0526, -1.8826)  -0.04
C (-5.8074, 0.0832, -1.9163)  0.14
N (-5.3817, -1.1503, -1.6931)  0.02
C (-6.2084, -2.1738, -2.3841)  -0.08
C (-7.5692, -2.5291, -1.5935)  -0.33
O (-8.4220, -1.6191, -1.4174)  0.04
N (-7.8883, -3.8548, -1.1205)  -0.14
C (-6.7059, -4.5576, -0.5289)  -0.08
C (-8.9363, -3.8447, -0.0565)  -0.13
H (-3.8609, -5.2464, -1.2246)  0.07
H (-3.5485, -3.9752, 0.1479)  0.07
H (-2.1838, -5.0056, -0.5546)  0.09
H (-3.5041, -3.4972, -2.8914)  0.05
H (-1.7770, -3.6426, -2.3445)  0.12
H (-0.9589, -1.4939, -0.8765)  0.05
H (-4.4692, -1.9882, 0.0335)  0.16
H (-4.8914, 0.0000, 0.8268)  0.14
H (-4.2221, 2.1489, 1.7244)  0.06
H (-5.5824, 1.8719, -0.5069)  0.17
H (-6.6724, 0.4591, -2.5402)  0.17
H (-5.6827, -3.1585, -2.5783)  0.09
H (-6.5526, -1.7214, -3.3777)  0.08
H (-6.1273, -3.8603, 0.1773)  0.10
H (-7.0128, -5.5167, 0.0163)  0.12
H (-6.0269, -4.8578, -1.3883)  0.08
H (-8.5370, -3.2329, 0.8306)  0.09
H (-9.0830, -4.9260, 0.3174)  0.03
H (-9.9573, -3.4970, -0.4064)  0.11
C (2.2648, -1.0492, -0.8446)  -1.00
Cl (2.6178, 0.5403, -0.1542)  0.52
Cl (1.3651, -2.0575, 0.2993)  0.51
H (1.6681, -0.9177, -1.7460)  0.03
H (3.2036, -1.5457, -1.0912)  -0.08
C (5.9172, -1.3643, 0.2712)  -1.11
Cl (5.4283, -1.8990, -1.3436)  0.52
Cl (5.1802, -2.3616, 1.5346)  0.50
H (6.9991, -1.4354, 0.3514)  -0.03
H (5.6046, -0.3368, 0.4091)  -0.12
C (8.0286, 0.9165, 2.4897)  -0.95
Cl (8.8193, 0.3934, 0.9960)  0.56
Cl (6.3849, 0.2729, 2.6112)  0.54
H (8.6096, 0.5630, 3.3394)  0.04
H (7.9827, 2.0024, 2.5006)  -0.03
C (5.4582, 3.7208, 4.4732)  -0.98
Cl (4.6930, 2.7008, 3.2473)  0.50
Cl (7.2201, 3.6939, 4.3311)  0.56
H (5.1115, 4.7448, 4.3471)  0.00
H (5.1792, 3.3556, 5.4597)  0.04
C (9.9055, 5.2969, 6.4973)  -1.06
Cl (9.4657, 5.9727, 8.0708)  0.49
Cl (11.3095, 4.2297, 6.6303)  0.51
H (9.0637, 4.7269, 6.1095)  -0.03
H (10.1437, 6.1120, 5.8163)  -0.06
C (10.9044, 2.2243, -1.3002)  -1.05
Cl (12.6400, 1.9601, -1.1000)  0.51
Cl (10.4692, 2.3529, -3.0085)  0.49
H (10.3669, 1.3872, -0.8619)  -0.09
H (10.6266, 3.1473, -0.7946)  0.03
C (-5.1609, -1.5012, -6.4161)  -0.98
Cl (-6.3833, -0.3030, -5.9734)  0.55
Cl (-4.8323, -2.5848, -5.0604)  0.59
H (-5.5213, -2.0847, -7.2596)  -0.02
H (-4.2415, -0.9866, -6.6891)  0.04
C (4.9599, -6.0080, -0.9268)  -1.02
Cl (3.7413, -4.8017, -0.4987)  0.47
Cl (5.2680, -7.1123, 0.4180)  0.51
H (4.6047, -6.5816, -1.7807)  0.03
H (5.8862, -5.4974, -1.1844)  0.02
C (10.5157, 9.9247, 9.4460)  -1.01
Cl (11.3346, 9.4008, 7.9708)  0.49
Cl (8.8822, 9.2549, 9.5432)  0.48
H (11.0881, 9.5862, 10.3074)  0.03
H (10.4527, 11.0111, 9.4485)  0.03
C (-5.4274, 4.2412, -4.3082)  -1.02
Cl (-4.6844, 3.6926, -5.8146)  0.51
Cl (-7.0616, 3.5884, -4.1238)  0.49
H (-4.8176, 3.9055, -3.4716)  0.00
H (-5.4791, 5.3281, -4.3147)  0.03
C (-8.5792, -2.9673, -7.1533)  -1.01
Cl (-9.6678, -3.4399, -8.4622)  0.54
Cl (-7.1500, -4.0091, -7.0990)  0.54
H (-8.2617, -1.9388, -7.3111)  -0.01
H (-9.1104, -3.0484, -6.2060)  0.02
C (5.6472, 1.8637, -2.9485)  -0.98
Cl (4.1629, 1.2368, -3.6776)  0.51
Cl (5.8020, 1.3455, -1.2659)  0.53
H (6.5020, 1.4931, -3.5119)  0.02
H (5.6259, 2.9511, -2.9828)  0.03
C (7.4877, 8.2904, 5.4463)  -0.98
Cl (6.7366, 7.2644, 4.2160)  0.52
Cl (9.2486, 8.2694, 5.3104)  0.54
H (7.1357, 9.3120, 5.3171)  0.03
H (7.2058, 7.9246, 6.4322)  0.02
C (-2.1555, -0.5628, 5.5906)  -1.06
Cl (-3.6436, -1.1828, 4.8630)  0.45
Cl (-2.0062, -1.0734, 7.2750)  0.52
H (-1.3035, -0.9418, 5.0295)  -0.01
H (-2.1694, 0.5247, 5.5506)  0.03
C (0.3126, 3.6793, -0.0771)  -0.99
Cl (-1.1724, 3.0429, -0.7964)  0.51
Cl (0.4698, 3.1782, 1.6109)  0.50
H (1.1660, 3.3030, -0.6385)  0.01
H (0.2904, 4.7664, -0.1226)  0.03
C (-9.3389, -4.3304, 3.6212)  -0.99
Cl (-10.1299, -5.3878, 2.4459)  0.56
Cl (-7.5796, -4.3749, 3.4420)  0.50
H (-9.6841, -3.3098, 3.4666)  0.03
H (-9.6000, -4.6602, 4.6247)  0.03
C (-11.9058, -4.7395, -5.3633)  -1.03
Cl (-10.9083, -4.8515, -3.9062)  0.48
Cl (-13.3600, -3.7797, -5.0716)  0.52
H (-11.3235, -4.2674, -6.1513)  -0.02
H (-12.1988, -5.7417, -5.6696)  0.03
C (10.1648, -1.4603, -2.5052)  -0.98
Cl (11.1124, -1.6433, -1.0249)  0.52
Cl (8.7026, -0.5099, -2.2142)  0.49
H (10.7718, -0.9537, -3.2537)  0.03
H (9.8790, -2.4462, -2.8667)  0.03

Values from the calculation:
- E_LUMO: -4.391 eV
- Charge: +1
- HOMO: -10.7425 eV

(3)
Formula: C3H4IN3O2
Source: the OMol25 dataset
Level of theory: wB97M-V/def2-TZVPD

Last column: Löwdin charge in e.
Atoms and positions in Å:
C (-0.1555, -0.1384, 0.5202)  -0.41
C (1.6309, 0.4941, -0.7138)  -0.58
C (-1.5040, -0.6322, 0.6939)  -0.86
N (0.6884, 0.4814, 1.3173)  0.10
N (0.4329, -0.1995, -0.7663)  0.16
N (1.7822, 0.8315, 0.5716)  0.08
O (2.4204, 0.5505, -1.6130)  0.08
O (-1.9185, -1.6713, -0.0690)  -0.05
I (-2.6570, -0.2583, 2.3363)  0.94
H (-1.9983, 1.1700, -1.1002)  0.14
H (0.0479, -0.3941, -1.6598)  0.14
H (2.3128, 1.6371, 0.9604)  0.18
H (-1.0822, -1.8708, -0.4775)  0.08

Values from the calculation:
- E_LUMO (spin up / spin down): -0.871 / -1.098 eV
- HOMO (spin up / spin down): -9.3118 / -7.9277 eV
- ΔE to the lowest compared entry with this formula, charge and spin: 2.753 eV

(4)
Formula: HNO2S
Source: the OMol25 dataset
Level of theory: wB97M-V/def2-TZVPD

Last column: Löwdin charge in e.
Atoms and positions in Å:
O (-0.7642, 1.7409, 1.1993)  -0.19
N (-0.0614, 0.7641, 0.6837)  -0.46
S (-0.7999, -0.3768, -0.0608)  1.03
O (0.4998, -1.2598, -0.6544)  -0.37
H (1.1257, -0.8684, -1.1679)  -0.01

Values from the calculation:
- E_LUMO (spin up / spin down): -0.802 / -0.803 eV
- HOMO (spin up / spin down): -9.7426 / -9.7431 eV
- Structure (SMILES): O=NSO
- ΔE to the lowest compared entry with this formula, charge and spin: 1.897 eV

Molecular weight for every record listed, in sequence, given in g/mol: 92.21, 1884.76, 240.99, 79.08.